{"formula": "C2H5NO", "method": "ωB97M-V/def2-TZVPD", "gap_ev": 10.371, "e_above_lowest_kj_mol": 245.4, "lumo_energy_ha": 0.0339, "total_energy_ha": -209.12885, "total_charge": 0, "smiles": "C=NCO", "species": ["O", "N", "C", "C", "H", "H", "H", "H", "H"], "xyz": [[1.8811, 0.5823, -0.2692], [-0.3375, 0.8998, 0.2979], [-1.2947, 0.6240, -0.4214], [0.7992, 0.1360, 0.5163], [1.0450, 0.4025, 1.6125], [2.0799, 0.1146, -1.0866], [-1.9093, 1.4025, -0.7449], [-1.5648, -0.2432, -1.0557], [0.7391, -0.9975, 0.3796]], "atomic_forces_ev_per_a": [[0.48, 0.97, 0.30], [0.08, 1.66, 0.00], [-0.84, -1.16, -2.20], [1.92, -2.20, 1.94], [0.18, -0.95, -1.61], [-0.72, -0.33, 0.28], [-1.49, 1.58, 0.28], [0.83, -0.70, 0.75], [-0.45, 1.13, 0.25]]}

***

{"formula": "C25H54Cl2N6O11Tl", "method": "ωB97M-V/def2-TZVPD", "gap_ev": 3.621, "e_above_lowest_kj_mol": 0.0, "lumo_energy_ha": -0.3108, "total_energy_ha": -3233.68679, "total_charge": 1, "species": ["Tl", "Cl", "Cl", "O", "O", "O", "O", "O", "O", "O", "O", "O", "O", "O", "N", "N", "N", "N", "N", "N", "C", "C", "C", "C", "C", "C", "C", "C", "C", "C", "C", "C", "C", "C", "C", "C", "C", "C", "C", "C", "C", "C", "C", "C", "C", "H", "H", "H", "H", "H", "H", "H", "H", "H", "H", "H", "H", "H", "H", "H", "H", "H", "H", "H", "H", "H", "H", "H", "H", "H", "H", "H", "H", "H", "H", "H", "H", "H", "H", "H", "H", "H", "H", "H", "H", "H", "H", "H", "H", "H", "H", "H", "H", "H", "H", "H", "H", "H", "H"], "xyz": [[-0.1441, 3.0636, 0.7162], [3.0628, -3.6710, -5.0609], [5.3288, -2.1384, -3.2811], [1.2234, 3.1947, -1.7308], [5.6134, -0.8991, -0.4096], [-0.2676, -2.9897, -4.4223], [-1.2389, 0.2955, 0.6142], [0.9781, 2.2095, 3.9671], [-1.7124, 3.2114, -1.7618], [4.8187, -2.5494, 0.8875], [1.5449, 0.7837, 0.1864], [-2.4368, 2.7504, 2.5778], [-5.3099, -1.9836, 2.6677], [4.7268, -0.4309, 1.5806], [2.5544, 1.5499, -2.4496], [2.0492, 0.5529, 5.0569], [-2.9021, 1.3378, -2.0983], [-2.2392, 0.7358, 3.4946], [-3.6004, -2.0200, 1.2050], [-1.5941, -2.9090, -2.5889], [5.0296, -1.4115, 0.6903], [-1.9140, -4.3267, -2.5128], [1.0162, -0.3983, -0.1077], [-2.3630, 2.0729, 3.6086], [-4.8725, 0.0185, 1.3967], [3.1103, 0.6336, -3.4486], [-2.5912, 2.9252, -3.9687], [3.8592, -2.8215, -2.5243], [1.3829, 1.7338, 5.0317], [-0.3244, -0.6834, 0.5899], [-0.8178, -0.8430, -3.6136], [2.6743, -2.9863, -3.4718], [-2.3489, 2.5075, -2.5476], [2.3765, -0.1698, 3.8584], [1.9336, 2.7330, -2.6389], [-2.5542, 2.6945, 4.9525], [2.0779, 3.4391, -3.9519], [0.9614, 2.3035, 6.3633], [-2.2046, -0.2857, 4.5064], [5.5870, 0.5332, -0.3631], [5.0602, 0.8645, 1.0487], [-3.9994, 0.6160, -2.7228], [-3.2927, -3.4275, 1.3517], [-4.6368, -1.3916, 1.8487], [-0.8233, -2.3524, -3.5598], [2.4404, 0.4816, -4.2995], [-3.6269, 0.0632, -3.5859], [-4.4863, -0.0454, -2.0079], [1.2961, 3.3402, 6.3911], [0.9356, -0.4483, -1.2297], [-2.1950, 0.3984, 2.5439], [1.3964, 1.7022, 7.1598], [-3.9399, 0.5650, 1.2865], [-2.8361, -3.6079, 2.3284], [-3.1263, -0.4011, 5.0868], [-1.6518, 2.9440, -4.5199], [-4.1831, -4.0438, 1.2599], [6.5501, 0.9962, -0.5579], [0.1698, -0.3888, -3.5257], [-1.4067, -0.3948, -2.8005], [-1.2711, -4.8084, -1.7770], [2.0408, -3.7435, -3.0101], [-2.0545, 2.1713, 5.7627], [-2.0991, -1.2643, 4.0395], [4.1386, 1.4400, 0.9715], [-0.8462, -1.5814, 0.1872], [-5.5273, 0.4771, 2.1374], [1.7543, -1.2056, 0.1079], [4.8753, 0.8206, -1.1383], [-2.9334, 3.9590, -3.9380], [2.1556, 2.7519, -4.7888], [-1.8000, -4.8103, -3.4769], [3.5522, -2.1254, -1.7415], [-1.2693, -0.5288, -4.5515], [-1.9497, -2.2534, -1.9172], [-1.3879, -0.1123, 5.2102], [-0.1167, -0.9384, 1.6663], [-3.3146, 2.2897, -4.4670], [3.1621, -0.3190, -2.9322], [-2.6910, 1.1344, -1.1326], [2.9488, 4.0898, -3.8319], [-5.4756, 0.0512, 0.4874], [1.2406, 4.1143, -4.1070], [2.1323, -2.0673, -3.6573], [-0.1175, 2.3486, 6.4577], [-4.8297, 1.2527, -3.0421], [-2.5618, -3.7130, 0.5960], [4.0723, 0.9559, -3.8416], [-3.0755, -1.4386, 0.5757], [2.2580, 0.1944, 5.9720], [5.7838, 1.3257, 1.7118], [2.4704, 1.2100, -1.5007], [2.6718, 0.4754, 3.0462], [1.4804, -0.7480, 3.5822], [-2.2093, 3.7245, 4.8975], [-2.9655, -4.4170, -2.2416], [4.1596, -3.7651, -2.0840], [-3.6209, 2.7634, 5.1751], [3.1025, -0.9424, 4.0973]], "atomic_forces_ev_per_a": [[-0.34, 0.17, 0.03], [0.20, 0.01, -0.03], [-0.21, 0.04, -0.08], [0.64, 0.04, -0.17], [0.28, 0.19, 0.29], [0.33, -0.55, -0.17], [0.48, 0.40, -1.16], [0.44, 0.08, 0.28], [0.12, -0.40, -0.43], [-0.39, -1.35, 0.00], [0.03, -0.07, 0.76], [0.40, -0.02, 0.13], [0.00, 0.23, 0.04], [-0.11, 0.19, -0.20], [0.14, 0.10, -0.42], [0.15, 1.12, 0.62], [-0.15, 0.28, -0.12], [0.07, -0.50, -0.27], [-0.05, 0.54, -0.21], [0.26, 0.33, -0.09], [0.53, 1.43, 0.22], [-0.17, 0.33, 0.30], [-0.74, 0.37, -1.20], [-0.57, 0.07, -0.73], [-0.74, 0.24, 0.48], [-0.43, 0.35, 0.12], [-0.01, 0.16, 0.18], [0.07, 0.23, -0.47], [-1.52, -0.56, -0.95], [0.09, 0.04, 1.41], [-0.39, 0.57, 1.03], [0.33, -0.70, 0.12], [-0.18, 0.12, 1.15], [-0.82, -1.19, 0.54], [-0.98, -0.51, 0.57], [0.03, 0.34, 0.21], [-0.07, 0.39, 0.33], [0.78, 0.12, -0.20], [-0.12, -0.24, 0.82], [-0.57, 0.09, 0.06], [-0.29, -0.64, -0.42], [-0.18, 0.08, -0.26], [0.33, 0.20, 0.37], [0.11, -0.98, -0.26], [-0.20, 0.25, -0.59], [-0.07, 0.15, 0.09], [-0.27, -0.24, 0.03], [0.44, -0.25, 0.08], [0.17, -0.06, 0.27], [-0.03, -0.10, 0.06], [-0.03, 0.27, -0.10], [-0.10, 0.34, 0.30], [-0.08, 0.25, -0.14], [-0.13, -0.18, -0.01], [-0.07, 0.43, -0.10], [0.05, -0.19, 0.04], [-0.06, 0.02, -0.01], [0.17, -0.42, -0.12], [0.19, -0.31, -0.26], [0.07, -0.10, -0.22], [-0.13, -0.26, -0.03], [-0.35, 0.35, 0.04], [-0.08, -0.10, -0.02], [0.32, 0.13, -0.17], [0.10, 0.18, 0.27], [0.37, -0.42, 0.29], [0.34, 0.21, 0.13], [-0.02, -0.24, -0.15], [0.15, 0.33, 0.03], [-0.14, -0.05, -0.07], [0.32, 0.06, -0.06], [0.28, 0.20, -0.12], [0.13, -0.16, 0.17], [0.10, -0.05, -0.13], [-0.38, -0.26, 0.10], [0.06, -0.17, -0.03], [0.00, -0.14, -0.15], [0.01, 0.07, -0.19], [0.50, -0.06, -0.20], [-0.08, 0.18, 0.10], [0.18, -0.23, -0.41], [0.31, -0.20, -0.23], [-0.15, -0.14, 0.11], [-0.07, 0.03, 0.07], [-0.06, -0.26, -0.13], [0.32, 0.26, -0.09], [-0.09, -0.03, -0.09], [0.14, -0.18, 0.20], [0.08, -0.16, -0.08], [0.27, -0.27, -0.17], [0.04, 0.12, -0.05], [-0.12, 0.05, 0.00], [0.16, 0.14, -0.06], [0.05, 0.22, -0.46], [0.17, -0.06, 0.01], [0.07, -0.14, 0.21], [-0.04, -0.03, 0.05], [-0.03, -0.25, -0.04], [0.41, 0.30, -0.17]]}

***

{"formula": "C32H37N5O7", "method": "ωB97M-V/def2-TZVPD", "gap_ev": 8.127, "lumo_energy_ha": -0.0343, "total_energy_ha": -2041.94440, "total_charge": 0, "smiles": "O=CCc1c(-c2ccccn2)cc(CC(=O)c2ccccc2)c2c1C(=O)NC2=O.CN(C)C=O.CN(C)C=O.CN(C)C=O", "species": ["O", "O", "O", "O", "O", "O", "O", "N", "N", "N", "N", "N", "C", "C", "C", "C", "C", "C", "C", "C", "C", "C", "C", "C", "C", "C", "C", "C", "C", "C", "C", "C", "C", "C", "C", "C", "C", "C", "C", "C", "C", "C", "C", "C", "H", "H", "H", "H", "H", "H", "H", "H", "H", "H", "H", "H", "H", "H", "H", "H", "H", "H", "H", "H", "H", "H", "H", "H", "H", "H", "H", "H", "H", "H", "H", "H", "H", "H", "H", "H", "H"], "xyz": [[2.1854, -7.6422, -3.4357], [-4.7723, -3.0134, 1.0887], [-0.6484, 6.1542, 1.2412], [-1.6972, -6.2610, 0.2725], [-1.4216, 9.7302, -2.5198], [-3.9934, 1.3527, 0.2103], [3.5810, -4.4130, 0.0245], [-0.3304, 6.8548, 3.3885], [-2.3385, 7.6583, -2.2407], [-3.4257, -4.6413, 0.0520], [2.7988, -8.8048, -1.5686], [1.1936, 0.4478, 2.4567], [1.1287, 2.9531, 2.0178], [0.1577, 0.2868, 1.5962], [-0.4181, 1.4247, 0.9032], [-0.0036, 2.8152, 1.0731], [2.8684, -1.5143, -1.1995], [2.0474, -3.2609, -2.7744], [-0.5268, 7.0451, 2.0667], [-3.6873, -3.3867, 0.7686], [-0.2549, 5.4957, 3.8931], [-2.0602, -5.1289, 0.3067], [0.1232, -3.5399, 0.6724], [2.4815, -0.8733, -3.5791], [-1.4804, 8.6611, -1.9418], [-3.2768, 7.8399, -3.3325], [2.4964, -4.0062, -0.3288], [-0.1929, 7.9612, 4.3158], [2.2907, -10.0618, -2.0869], [2.4765, -2.9092, -1.4253], [0.5364, -2.1875, 1.0137], [1.6217, 1.7199, 2.6030], [-3.7307, 0.1763, 0.3135], [2.0696, -2.2451, -3.8112], [3.4107, -8.7805, -0.2545], [-2.2761, -2.7454, 0.9250], [-1.8636, -1.3983, 1.2604], [1.1858, -4.6231, 0.3445], [-1.3006, -3.8114, 0.6373], [-2.3472, 6.4098, -1.5024], [2.8907, -0.4963, -2.2262], [-2.9304, -0.3122, 1.5655], [2.6864, -7.6904, -2.3278], [-0.4132, -1.1184, 1.2915], [-2.5246, 0.5936, 2.0839], [3.7433, -7.7739, -0.0003], [-3.9099, 8.7049, -3.1244], [-0.5698, 8.1092, 1.7834], [-1.5922, 6.4183, -0.7159], [3.1027, -6.7919, -1.8408], [2.4522, -10.8622, -1.3665], [-4.1082, -0.5187, -0.4855], [1.7085, -4.2931, -3.0098], [0.7922, -5.4975, -0.2338], [-1.2468, 1.2200, 0.1809], [-3.3254, -4.3510, -0.9351], [-3.3325, 6.2684, -1.0514], [-0.2705, 8.9152, 3.7954], [3.1702, -1.2180, -0.1634], [4.2710, -9.4538, -0.2463], [1.7494, -2.5369, -4.8337], [1.5720, 3.9436, 2.2498], [-0.0946, 5.4956, 4.9700], [-2.1392, 5.5863, -2.1907], [1.5456, -5.0431, 1.3272], [0.5671, 4.9784, 3.3989], [2.4948, -0.1654, -4.4328], [-2.7246, 8.0276, -4.2556], [-0.9825, 7.8992, 5.0678], [1.6151, -1.9389, 1.0712], [-3.8967, 6.9527, -3.4510], [2.5012, 1.8451, 3.2889], [2.6813, -9.1141, 0.4875], [0.7812, 7.8998, 4.8059], [-3.6578, -0.7734, 2.2960], [1.2229, -9.9624, -2.2915], [3.2200, 0.5477, -2.0068], [2.8030, -10.3002, -3.0211], [-1.1861, 4.9753, 3.6598], [-0.4601, 3.6727, 0.5404], [-0.8125, 8.4196, -1.0977]], "atomic_forces_ev_per_a": [[-0.04, -0.12, 0.08], [0.36, 0.12, -0.12], [0.12, -0.10, 0.22], [-0.03, 0.31, -0.22], [-0.11, -0.08, -0.05], [0.15, -0.66, -0.09], [-0.62, 0.04, 0.00], [-0.06, 0.28, -0.37], [0.26, 0.11, 0.21], [-0.25, -0.67, -0.44], [0.07, 0.37, -0.01], [-0.89, 0.90, -1.13], [-1.90, -2.03, -1.47], [-0.70, 1.39, -0.79], [-0.05, 0.82, -0.13], [2.05, -2.56, 1.95], [-0.07, -0.47, -0.42], [0.57, 1.82, 0.75], [0.03, 0.06, 0.24], [2.19, 0.09, -0.43], [-0.07, 0.02, -0.23], [0.06, 2.71, 0.71], [-1.21, 0.71, 0.00], [0.08, -1.65, 1.77], [-0.10, -0.11, -0.04], [0.18, 0.28, 0.02], [0.12, 0.13, -0.01], [0.00, -0.26, 0.04], [-0.06, 0.19, -0.23], [-0.88, 1.50, -2.06], [-1.76, -0.18, 0.14], [0.65, 1.66, 0.33], [0.00, 0.71, 0.63], [0.32, 0.37, 1.02], [-0.12, -0.18, -0.16], [1.69, -0.31, 0.19], [0.96, -0.72, -0.28], [0.43, 0.76, 0.50], [0.77, 1.61, 0.60], [-0.07, 0.12, -0.21], [-0.67, -1.96, -0.98], [-0.18, -0.78, 0.27], [0.02, -0.04, 0.08], [-0.13, -1.29, -0.11], [-0.21, -0.86, -0.68], [-0.04, -0.02, -0.08], [-0.04, -0.04, -0.15], [0.00, 0.01, 0.04], [-0.10, 0.05, -0.09], [0.05, -0.04, 0.09], [0.03, 0.12, 0.02], [0.49, -0.05, 0.70], [0.33, 0.87, 0.14], [0.19, 0.95, 0.27], [0.89, 0.24, 0.72], [-0.80, -0.43, 0.23], [0.07, -0.18, 0.05], [-0.01, -0.09, -0.04], [-0.20, -0.29, -1.08], [0.01, 0.05, 0.17], [0.29, 0.23, 0.86], [-0.19, -1.14, -0.28], [-0.01, 0.11, -0.07], [-0.06, -0.10, 0.13], [-0.21, 0.33, -1.01], [-0.22, 0.01, 0.26], [-0.02, -0.50, 0.84], [-0.15, 0.03, -0.04], [0.08, 0.14, 0.06], [-0.96, -0.22, 0.01], [0.09, 0.01, 0.09], [-0.91, -0.28, -0.62], [0.14, 0.02, 0.11], [-0.06, 0.14, 0.08], [0.46, 0.40, -0.90], [0.04, -0.14, -0.05], [-0.36, -1.14, -0.09], [-0.11, -0.10, 0.02], [0.11, -0.14, 0.05], [0.32, -0.77, 0.50], [-0.03, -0.11, 0.02]]}